# 1
The following is a DFT calculation (wB97M-V/def2-TZVPD) of a single C5H8BrN3 molecule.

The multiplicity is 1. For the HOMO-LUMO gap (alpha / beta), the calculation gives 6.418 / 6.747 eV.

Each line ends with the Mulliken charge.
Geometry (Å):
C 1.74 -3.36 -0.14  -0.1553
C 0.76 -1.58 -0.62  0.4907
C 1.49 0.73 -1.12  -1.1239
C -2.23 1.11 0.99  -0.9162
C 0.44 -0.29 -1.03  0.1427
N 1.95 -2.09 -0.62  -0.5526
N 0.42 -3.64 0.08  -0.7586
N -0.20 -2.55 -0.29  0.3024
Br -1.22 0.53 -0.79  0.0931
H 2.48 -4.07 0.21  0.3987
H 1.34 1.37 -2.08  0.2530
H 1.36 1.64 -0.39  0.2398
H 2.43 0.36 -1.10  0.4255
H -3.20 1.23 0.57  0.3050
H -1.76 2.08 1.17  0.2683
H -2.24 0.45 1.81  0.3424
H -1.25 -2.48 -0.26  0.2450

# 2
The following is a DFT calculation (wB97M-V/def2-TZVPD) of a molecular structure, CHClN2O3.

The multiplicity is 1. For the HOMO-LUMO gap (alpha / beta), the calculation gives 8.222 / 8.218 eV.

Each line ends with the Mulliken charge.
Geometry (Å):
C -0.62 -0.50 0.03  0.1140
N -0.11 -0.71 1.28  -0.0878
N 0.79 0.71 -0.63  0.8231
O 0.94 1.61 0.10  -0.4282
O -0.26 0.22 2.08  -0.2670
O 1.22 0.31 -1.64  -0.4721
Cl -0.48 -1.80 -1.08  -0.0880
H -1.47 0.16 -0.14  0.4060

# 3
The following is a DFT calculation (wB97M-V/def2-TZVPD) of a single C3H7N3O molecule.

The multiplicity is 1. For the HOMO-LUMO gap, the calculation gives 10.556 eV.

Each line ends with the Mulliken charge.
Geometry (Å):
C 2.01 0.45 -0.16  -0.8030
N 0.79 0.72 0.62  -0.3066
C -0.35 0.03 0.19  0.5615
O -0.31 -0.76 -1.03  -0.5176
N -1.05 -1.09 0.89  -0.5728
C -1.64 -0.82 -0.45  0.1583
N -1.67 0.64 -0.18  -0.6939
H 1.84 0.76 -1.19  0.2802
H 2.30 -0.60 -0.15  0.2928
H 2.81 1.06 0.26  0.3199
H 0.94 0.56 1.61  0.2890
H -1.68 -0.69 1.59  0.2683
H -2.43 -1.40 -0.93  0.4514
H -1.56 1.14 -1.07  0.2725

# 4
The following is a DFT calculation (wB97M-V/def2-TZVPD) of a molecular structure, C39H51KN4O6PTe.

The expectation value of S² is 0.766. The multiplicity is 2. The charge is -2. For the HOMO-LUMO gap (alpha / beta), the calculation gives 3.169 / 6.542 eV.

Each line ends with the Mulliken charge.
Geometry (Å):
K 0.82 0.31 1.87  1.9836
N 3.61 0.04 2.73  -0.3257
C 3.86 0.64 4.04  -0.9358
C 2.70 1.54 4.46  -0.3570
C 1.45 0.73 4.82  0.2897
O 1.51 0.00 5.83  -0.7694
O 0.47 0.84 4.04  -0.5829
H 4.33 -0.64 2.50  0.2000
H 3.69 0.74 1.99  0.1092
H 4.81 1.21 4.06  0.3990
H 3.94 -0.16 4.78  0.3846
H 2.48 2.25 3.66  0.1469
H 3.00 2.11 5.35  0.3707
C 0.15 -5.15 5.03  -1.4004
C -0.18 -3.67 5.01  -0.1629
O -0.91 -3.40 3.81  -0.4085
P -0.90 -1.81 3.37  0.0904
O -2.04 -1.34 4.43  -0.4313
C -2.25 0.03 4.79  0.5457
C -3.57 0.11 5.52  -1.5302
O -1.75 -1.95 2.00  0.3021
C -3.08 -2.49 1.95  -0.2425
C -3.68 -2.11 0.62  -0.9489
H 0.71 -5.40 5.93  0.4134
H 0.76 -5.42 4.16  0.3154
H -0.76 -5.75 5.00  0.2933
H 0.73 -3.06 5.04  0.3051
H -0.79 -3.39 5.87  0.2400
H -2.26 0.65 3.89  -0.0227
H -1.41 0.36 5.40  0.1300
H -4.40 -0.19 4.87  0.3291
H -3.76 1.13 5.85  0.4008
H -3.57 -0.54 6.39  0.3155
H -3.66 -2.09 2.79  0.2687
H -3.01 -3.57 2.07  0.1974
H -3.68 -1.03 0.49  0.1676
H -4.70 -2.47 0.54  0.4904
H -3.10 -2.52 -0.21  0.1513
C 1.22 -0.21 -8.04  -1.6485
C 1.03 -0.07 -6.55  0.7080
C 1.73 -0.85 -5.66  -0.9156
C 1.56 -0.72 -4.28  1.1186
C 2.36 -1.64 -3.40  -1.2829
C 0.64 0.20 -3.77  0.3945
Te 0.40 0.01 -1.59  -0.6889
N -0.30 1.20 -0.02  -0.5374
C -0.26 2.45 -0.41  0.2728
O 0.08 2.90 -1.52  -0.8050
C -0.80 3.49 0.58  -0.0221
C -1.02 3.24 1.94  0.5389
C -1.57 4.21 2.76  -0.8658
C -1.91 5.45 2.24  -0.4036
C -1.68 5.72 0.90  -0.7196
C -1.12 4.75 0.08  -0.4492
C -1.85 -0.11 -2.10  2.0780
C -2.81 0.77 -1.61  -0.4631
C -4.16 0.61 -1.89  -0.6492
C -4.59 -0.46 -2.66  -0.9075
C -3.65 -1.36 -3.12  -0.6950
C -2.29 -1.20 -2.86  0.5701
C -1.36 -2.24 -3.44  -1.4490
C -0.08 1.00 -4.66  1.2668
C -1.12 2.03 -4.28  -1.7969
C 0.14 0.85 -6.03  -0.7606
H 2.07 -0.86 -8.26  0.3558
H 1.41 0.76 -8.51  0.3611
H 0.34 -0.64 -8.52  0.2922
H 2.45 -1.58 -6.02  0.2814
H 3.14 -2.13 -3.99  0.4586
H 1.73 -2.42 -2.96  0.1550
H 2.85 -1.11 -2.58  -0.0324
H -0.75 2.29 2.37  0.0694
H -1.73 3.99 3.81  0.4540
H -2.33 6.21 2.89  0.3568
H -1.93 6.70 0.48  0.3705
H -0.93 4.93 -0.97  0.4744
H -2.51 1.60 -1.00  0.0365
H -4.87 1.33 -1.51  0.3937
H -5.64 -0.61 -2.88  0.2962
H -3.97 -2.22 -3.71  0.3286
H -1.89 -3.19 -3.56  0.5514
H -0.49 -2.43 -2.81  -0.2267
H -0.99 -1.93 -4.42  0.2547
H -0.97 2.43 -3.29  -0.1398
H -2.12 1.59 -4.34  0.2754
H -1.07 2.85 -5.00  0.6142
H -0.42 1.50 -6.70  0.3790
N 0.58 -3.76 0.38  -0.8771
H 0.10 -3.51 1.24  0.2981
H 0.11 -3.22 -0.35  0.2428
H 1.51 -3.37 0.43  0.3186
N 7.73 1.52 -1.23  -0.8193
C 6.58 1.35 -1.24  0.1999
C 5.20 1.14 -1.26  0.1332
C 4.33 1.98 -2.04  -1.1208
C 2.98 1.80 -2.06  0.2243
C 2.36 0.76 -1.31  0.0778
C 3.22 -0.10 -0.59  -0.3331
C 4.59 0.06 -0.55  -0.9092
H 4.77 2.80 -2.61  0.3727
H 2.36 2.46 -2.65  0.4906
H 2.80 -0.96 -0.06  0.3389
H 5.21 -0.63 0.01  0.3933

# 5
The following is a DFT calculation (wB97M-V/def2-TZVPD) of 6 unconnected molecules or ions with the total composition C12H36O6S6.

The multiplicity is 1. For the HOMO-LUMO gap, the calculation gives 8.620 eV.

Each line ends with the Mulliken charge.
Geometry (Å):
C -0.95 -1.48 -3.94  -0.7665
S -1.85 0.11 -4.02  0.5832
O -1.11 0.91 -5.10  -0.6525
C -3.37 -0.63 -4.93  -1.0683
H -0.80 -1.81 -4.97  0.4254
H -1.27 -2.23 -3.22  0.3142
H 0.06 -1.20 -3.65  0.0878
H -3.42 -1.71 -5.04  0.3401
H -3.38 -0.41 -6.00  0.3917
H -4.33 -0.35 -4.50  0.3373
C -1.06 -3.80 5.60  -1.0277
S 0.32 -2.57 5.29  0.4303
O 1.14 -3.30 4.21  -0.6220
C -0.78 -1.42 4.39  -0.0855
H -0.64 -4.72 6.00  0.3550
H -1.57 -4.17 4.71  0.3278
H -1.82 -3.41 6.27  0.3819
H -0.20 -0.95 3.60  -0.3498
H -1.04 -0.60 5.06  0.2484
H -1.62 -2.04 4.09  0.2659
C -1.90 -0.66 0.76  0.0845
S -3.28 -1.79 0.89  0.4294
O -4.37 -1.18 1.78  -0.6413
C -3.73 -1.70 -0.92  -0.5639
H -1.28 -1.01 -0.07  0.1088
H -1.39 -0.79 1.71  -0.3351
H -2.21 0.38 0.63  0.3415
H -4.42 -2.48 -1.25  0.4348
H -2.78 -1.87 -1.43  -0.1291
H -4.15 -0.78 -1.33  0.3101
C -1.23 3.27 4.62  -0.9567
S 0.12 2.88 3.45  0.3779
O -0.28 1.54 2.74  -0.4128
C -0.15 4.31 2.39  -0.9641
H -0.90 4.15 5.17  0.4124
H -1.58 2.44 5.24  0.2936
H -2.07 3.65 4.03  0.2982
H -1.21 4.23 2.19  0.3297
H 0.48 4.21 1.51  0.2871
H 0.10 5.28 2.82  0.4079
C 3.41 0.67 -4.85  -0.6285
S 5.26 0.39 -4.82  0.4162
O 5.98 1.68 -5.23  -0.6121
C 5.37 0.41 -2.88  -0.7910
H 3.08 1.69 -4.74  0.3132
H 2.87 -0.01 -4.19  0.0866
H 3.11 0.47 -5.88  0.3567
H 4.95 1.28 -2.37  0.2452
H 6.43 0.41 -2.63  0.3621
H 4.82 -0.46 -2.53  0.2517
C 1.57 1.81 -0.20  -0.8610
S 1.32 0.02 -0.67  0.5949
O 2.25 -0.50 -1.76  -0.6034
C 2.09 -0.61 0.84  -0.9747
H 1.27 2.47 -1.01  0.4508
H 2.49 2.22 0.23  0.4674
H 0.95 1.95 0.69  -0.0830
H 1.53 -0.09 1.63  0.2125
H 3.16 -0.40 0.82  0.4065
H 1.98 -1.69 0.81  0.3607

# 6
The following is a DFT calculation (wB97M-V/def2-TZVPD) of a molecular structure, FH14O7Sr.

The multiplicity is 1. The charge is +1. For the HOMO-LUMO gap, the calculation gives 8.627 eV.

Each line ends with the Mulliken charge.
Geometry (Å):
Sr -0.14 0.02 0.23  1.6529
F 0.53 -1.73 1.90  -0.9196
O -2.16 0.59 -1.07  -0.5936
H -2.81 1.12 -0.65  0.2633
H -2.67 -0.17 -1.40  0.3261
O 2.55 -0.06 0.06  -0.5247
H 3.19 0.30 -0.64  0.2829
H 3.12 -0.54 0.70  0.2765
O -2.16 -0.37 1.96  -0.5223
H -1.98 -0.95 2.69  0.2830
H -2.96 0.11 2.23  0.2721
O 1.02 1.44 2.28  -0.5093
H 1.96 1.66 2.27  0.2803
H 0.64 1.45 3.19  0.2764
O -0.85 -2.44 -0.60  -0.5040
H -1.26 -2.99 -1.35  0.2703
H -0.39 -3.18 -0.23  0.2761
O 1.07 1.97 -1.15  -0.4768
H 1.01 2.80 -0.64  0.2816
H 1.00 2.38 -2.00  0.2663
O 0.27 -0.60 -2.29  -0.5070
H -0.15 -0.27 -3.07  0.2680
H 1.19 -0.52 -2.43  0.2814

# 7
The following is a DFT calculation (wB97M-V/def2-TZVPD) of a single C2H3BrCl2Si molecule.

The multiplicity is 1. Its structure (SMILES) is Cl[Si](Cl)=CCBr. For the HOMO-LUMO gap, the calculation gives 7.773 eV.

Each line ends with the Mulliken charge.
Geometry (Å):
Cl -0.33 1.28 -2.72  -0.1845
Si -0.71 1.44 -0.68  0.4704
Cl -1.35 3.27 -0.08  -0.1620
C -0.16 0.11 0.49  -0.4466
C 0.40 -1.25 0.30  -0.4425
Br 1.83 -1.88 1.54  -0.1713
H -0.46 0.38 1.42  0.4127
H -0.31 -2.15 0.29  0.2970
H 1.09 -1.20 -0.55  0.2268

# 8
The following is a DFT calculation (wB97M-V/def2-TZVPD) of a molecular structure, C29H27Ge2N2O10Pd.

The expectation value of S² is 0.771. The multiplicity is 2. For the HOMO-LUMO gap (alpha / beta), the calculation gives 6.294 / 6.550 eV.

Each line ends with the Mulliken charge.
Geometry (Å):
Pd 0.26 -0.61 0.91  0.8670
O -1.27 -2.15 0.77  -0.5133
C -2.44 -2.04 1.16  -0.2573
C -2.97 -1.06 2.05  0.5842
C -4.36 -1.12 2.30  -0.5302
C -4.96 -0.19 3.08  -0.2588
C -4.22 0.88 3.63  -0.5409
C -2.88 0.95 3.42  -0.6565
C -2.17 -0.04 2.66  0.5694
O -0.91 0.01 2.58  -0.8026
N -6.40 -0.28 3.33  1.0010
O -6.98 -1.28 2.96  -0.6284
O -6.93 0.65 3.90  -0.6245
H -3.16 -2.77 0.76  0.3303
H -4.95 -1.92 1.87  0.5082
H -4.74 1.62 4.22  0.4847
H -2.28 1.75 3.85  0.4909
O 1.32 -0.93 -0.95  -0.4736
O 1.53 -2.31 -1.33  -0.4709
O 1.87 0.86 1.56  -0.8053
C 1.32 1.86 1.04  1.0323
O 0.38 1.79 0.19  -0.6878
C 1.78 3.22 1.46  0.0619
C 1.35 4.36 0.79  -0.4323
C 1.74 5.62 1.22  -0.6241
C 2.55 5.75 2.33  -0.4747
C 2.98 4.61 2.98  -0.0587
C 2.61 3.34 2.57  -0.2911
N 3.86 4.74 4.17  1.0494
O 4.27 3.72 4.68  -0.6074
O 4.11 5.86 4.55  -0.6277
H 0.70 4.23 -0.07  0.4223
H 1.40 6.50 0.69  0.4038
H 2.86 6.72 2.71  0.4934
H 2.96 2.46 3.09  0.6227
C 2.86 -4.78 -0.95  -1.2051
Ge 2.78 -3.02 -0.17  0.6586
C 4.33 -1.90 -0.34  -1.1257
C 2.08 -3.00 1.61  -1.0755
Ge -0.23 -0.10 -1.47  1.1819
C -1.59 -1.32 -2.00  0.2601
C -1.50 -2.72 -1.94  -0.1963
C -2.60 -3.48 -2.31  -0.5369
C -3.78 -2.88 -2.71  -0.5473
C -3.88 -1.50 -2.77  -0.7377
C -2.79 -0.72 -2.41  -0.6426
C 0.54 0.65 -3.04  0.5401
C 0.33 1.93 -3.53  -0.3898
C 0.90 2.31 -4.74  -0.5797
C 1.67 1.40 -5.45  -0.4869
C 1.87 0.11 -4.96  -0.7418
C 1.31 -0.27 -3.74  -0.2616
H 3.30 -5.48 -0.24  0.4249
H 3.46 -4.77 -1.86  0.3384
H 1.85 -5.11 -1.19  0.3556
H 5.19 -2.34 0.17  0.4301
H 4.09 -0.94 0.13  0.2602
H 4.57 -1.74 -1.39  0.3605
H 2.76 -3.54 2.27  0.5131
H 1.10 -3.47 1.65  0.2826
H 2.02 -1.98 1.99  0.2494
H -0.59 -3.19 -1.62  0.5129
H -2.53 -4.56 -2.27  0.4279
H -4.64 -3.49 -2.98  0.4086
H -4.80 -1.02 -3.08  0.4200
H -2.87 0.36 -2.45  0.4258
H -0.28 2.64 -2.98  0.3457
H 0.74 3.31 -5.13  0.3985
H 2.12 1.69 -6.39  0.3873
H 2.46 -0.60 -5.52  0.4067
H 1.49 -1.27 -3.36  0.3827

Relative energy (zero: lowest compared OMol25 entry of this formula, charge and spin) per entry: 3.6634, 0.8999, 4.0828, 0.5718, 2.3044, 0.0000, 3.1423, 0.5334 eV